Molecular formula: C54H110F4O33
Method: DFT, wB97M-V/def2-TZVPD

Structure (XYZ):
```
201
Properties=species:S:1:pos:R:3:forces:R:3:lowdin_charge:R:1
C -18.2832 8.5861 18.8481 -0.4 1.2 -0.6 -0.063
O -18.1755 8.6917 17.4147 -0.6 0.0 1.7 -0.189
C -17.2255 7.8614 16.8380 0.5 0.0 -0.9 -0.214
C -15.8610 8.5301 16.8085 -1.2 1.3 -1.3 -0.222
O -15.3155 8.7790 18.0429 0.0 -0.3 1.7 -0.155
C -13.9740 9.2424 18.0410 -0.6 0.7 -1.8 -0.193
C -13.6506 9.7451 19.3950 1.5 -0.8 0.9 -0.195
O -14.0341 11.0599 19.8046 -0.5 -1.5 -1.0 -0.182
C -15.4320 11.1862 19.9218 -0.7 0.2 0.1 -0.092
H -18.8980 9.4298 19.1632 -0.2 -0.1 -0.1 0.082
H -17.3604 8.7140 19.3804 0.8 -0.1 -0.1 0.064
H -18.7577 7.6804 19.1642 -0.3 -0.8 0.0 0.083
H -17.5991 7.7759 15.7927 0.7 -0.3 0.4 0.140
H -17.1212 6.8707 17.2725 -0.5 -0.3 0.3 0.128
H -16.1216 9.5029 16.3055 0.8 -0.4 0.0 0.127
H -15.1750 7.9504 16.2266 0.5 -0.4 -0.8 0.121
H -13.9367 10.1057 17.3656 0.3 -0.1 -0.5 0.128
H -13.2877 8.4218 17.6906 -0.4 0.8 0.4 0.153
H -12.5628 9.7498 19.5190 -0.1 -0.1 -0.1 0.137
H -14.0291 8.8777 19.9640 -0.2 0.9 1.1 0.141
H -16.0011 11.3335 18.9903 0.5 -0.1 -0.1 0.082
H -15.6250 12.0585 20.5353 0.0 0.2 0.2 0.078
H -15.8502 10.3066 20.4064 -0.1 -0.1 0.2 0.089
C -10.3920 17.7161 22.3818 -0.5 0.4 0.5 -0.100
O -10.3092 18.0061 20.9957 -0.1 -0.8 -0.1 -0.183
C -11.1980 17.2017 20.2258 0.5 -0.2 -1.2 -0.179
C -10.8079 17.3658 18.7423 -0.1 -1.2 0.6 -0.209
O -11.0768 18.6502 18.3272 -0.5 1.0 -1.2 -0.187
C -10.6437 18.8105 16.9776 1.1 1.1 1.3 -0.173
C -11.0060 20.1919 16.4994 -1.9 1.3 -0.9 -0.196
O -10.9201 21.2591 17.4237 1.5 -0.1 0.9 -0.181
C -9.5744 21.3935 17.8927 0.4 0.2 0.7 -0.092
H -10.1670 16.6679 22.6881 0.3 0.6 -0.6 0.084
H -11.4259 17.8916 22.7441 0.3 0.1 -0.1 0.090
H -9.7210 18.4452 22.8628 -0.2 -0.5 0.0 0.094
H -12.2443 17.5231 20.4196 0.5 -0.5 -0.1 0.112
H -11.0245 16.1152 20.3679 -0.4 0.5 0.6 0.124
H -11.2760 16.6341 18.0313 -0.2 0.2 0.9 0.126
H -9.7415 17.1548 18.6390 0.4 0.0 0.2 0.132
H -11.0868 18.0450 16.3459 0.2 -0.2 -0.3 0.134
H -9.5352 18.7708 17.0268 -0.4 -0.5 -0.5 0.123
H -12.0897 20.2695 16.2344 0.8 -0.5 -0.2 0.125
H -10.4110 20.4999 15.6228 -0.1 -0.6 0.0 0.132
H -9.2716 20.5660 18.5513 -0.3 0.0 -0.2 0.091
H -9.4297 22.2994 18.4997 -0.6 -0.1 -0.3 0.094
H -8.8204 21.4512 17.0970 -0.4 -0.1 -0.3 0.086
C -15.1752 12.0125 26.9027 1.7 -0.9 0.4 -0.110
O -16.3730 11.2806 26.6809 1.1 1.1 -0.1 -0.147
C -16.4485 11.0385 25.3124 -1.8 -0.1 -0.5 -0.239
C -16.5445 12.2532 24.4189 0.3 1.5 0.3 -0.191
O -17.6508 13.0856 24.7879 0.6 -0.9 0.3 -0.135
C -17.6228 14.3749 24.2347 -1.3 0.0 -0.4 -0.194
C -18.7614 15.2161 24.8215 0.9 0.3 0.5 -0.198
O -20.0737 14.8520 24.4146 0.7 -0.9 0.9 -0.166
C -20.5260 13.8172 25.3043 -1.8 0.4 -0.8 -0.090
H -14.3150 11.5440 26.3312 -0.8 0.3 0.4 0.101
H -14.9153 11.8659 27.9541 -0.2 0.4 0.0 0.088
H -15.1292 13.0808 26.6291 -0.7 -0.3 0.2 0.090
H -17.3647 10.4384 25.1785 0.3 0.1 -0.1 0.138
H -15.5972 10.4945 24.9424 0.6 -0.6 0.0 0.114
H -16.6557 11.8521 23.4025 0.0 0.3 -0.2 0.124
H -15.6141 12.9011 24.4740 -0.8 -0.9 -0.2 0.122
H -17.8676 14.3052 23.1707 0.4 0.0 -0.2 0.096
H -16.6556 14.8745 24.3515 0.0 0.0 0.2 0.122
H -18.5645 16.2435 24.5469 -0.2 0.3 -0.3 0.088
H -18.6927 15.2298 25.9229 0.0 -0.2 -0.2 0.134
H -20.3756 14.0846 26.3299 0.1 0.5 0.7 0.076
H -20.0512 12.8637 25.1912 0.5 -0.5 -0.6 0.070
H -21.6211 13.7059 25.1540 0.6 0.1 -0.1 0.097
C -14.0035 13.9750 15.1399 -0.6 0.4 1.3 -0.105
O -15.1172 13.5805 14.3897 -0.9 -1.0 -0.7 -0.170
C -15.4623 12.1849 14.4646 0.5 0.5 0.9 -0.195
C -16.8193 11.8802 13.8906 0.2 0.0 -0.9 -0.181
O -17.9391 12.4428 14.5621 0.9 0.6 -0.3 -0.126
C -18.7444 11.6403 15.3752 0.2 -1.3 -0.3 -0.182
C -18.5438 11.7618 16.8631 -0.2 0.0 0.4 -0.210
O -18.9704 13.0434 17.2411 -0.5 0.4 1.3 -0.198
C -19.1929 13.1446 18.6678 1.0 0.6 -0.7 -0.063
H -13.0643 13.5345 14.8086 0.0 -0.2 0.0 0.073
H -14.1917 13.7948 16.2301 0.4 -0.3 -0.6 0.099
H -13.9645 15.0625 15.0695 0.3 -0.1 -0.3 0.077
H -15.4319 11.8715 15.5274 0.2 0.0 -0.3 0.116
H -14.7759 11.5512 13.8687 0.2 0.4 0.3 0.133
H -16.8137 10.7543 13.7664 -0.6 1.0 0.3 0.139
H -16.7968 12.3259 12.8753 -0.3 -0.3 0.4 0.139
H -18.5976 10.6146 15.0712 0.2 -0.7 0.1 0.113
H -19.7627 11.8246 15.0877 -0.7 0.5 0.2 0.129
H -17.4870 11.6333 17.1489 0.0 -0.1 -0.1 0.115
H -19.1280 11.0068 17.4381 0.3 0.2 -0.7 0.120
H -20.0701 12.5839 19.0207 0.2 0.0 -0.3 0.096
H -19.3175 14.2238 18.8397 -0.2 -0.5 0.2 0.073
H -18.2790 12.8075 19.2204 -0.6 0.1 -0.3 0.092
C -19.4082 15.7638 21.5202 0.2 0.0 0.1 -0.099
O -19.3004 16.1677 20.1653 0.0 1.1 0.3 -0.214
C -19.7655 17.5209 20.0528 -1.0 -0.6 -1.0 -0.165
C -19.7467 17.9882 18.5752 -0.6 -0.1 2.2 -0.194
O -18.4821 18.0310 18.0654 1.9 -0.4 -1.7 -0.144
C -17.6974 19.2145 18.2486 0.0 -0.1 0.3 -0.144
C -16.3982 19.1395 17.4955 0.0 -0.8 -1.8 -0.186
O -15.4694 18.3231 18.1777 1.0 0.4 0.1 -0.199
C -14.1858 18.2570 17.5116 -0.8 -0.1 -0.3 -0.031
H -20.4221 15.8072 21.8961 -0.4 0.2 0.0 0.085
H -18.7694 16.3578 22.1907 -0.1 0.1 -0.2 0.090
H -19.1048 14.7354 21.5985 0.2 -0.5 -0.1 0.077
H -19.2705 18.1831 20.7811 0.1 -0.2 -0.4 0.113
H -20.8471 17.4857 20.2428 0.0 0.3 0.6 0.127
H -20.1549 18.9882 18.5742 -0.6 0.5 -0.1 0.121
H -20.4583 17.3138 18.0520 0.9 0.3 -0.3 0.145
H -17.4372 19.3252 19.2895 -0.2 0.2 0.5 0.106
H -18.2097 20.1035 17.8957 -0.5 0.1 0.0 0.135
H -15.9990 20.1670 17.2396 -0.3 -1.0 0.5 0.147
H -16.6089 18.5971 16.5376 0.0 0.8 0.3 0.138
H -14.2200 17.4799 16.7160 0.1 0.6 0.4 0.100
H -13.4307 18.0109 18.2531 -0.1 -0.1 0.1 0.077
H -13.9222 19.2494 17.0948 -0.2 -0.6 -0.1 0.077
C -16.0256 18.4543 26.4041 0.0 -0.6 -0.9 -0.065
O -16.5849 17.6307 25.3621 0.3 0.6 0.8 -0.181
C -16.5713 18.2340 24.0949 0.3 -0.5 0.0 -0.233
C -17.5845 19.3108 23.9569 -1.0 -0.1 -0.1 -0.186
O -18.8618 18.7570 24.3038 1.0 -0.4 -0.3 -0.134
C -19.8909 19.3418 23.5808 -0.6 -0.2 0.3 -0.200
C -21.2011 18.5048 23.6914 -0.4 2.1 0.2 -0.168
O -21.7486 18.2245 24.9740 1.0 -0.3 -0.6 -0.167
C -22.4186 19.2698 25.6163 -0.8 0.0 -0.3 -0.121
H -16.2350 17.9586 27.3366 0.0 -0.2 0.3 0.085
H -16.4155 19.4733 26.4647 -0.2 -0.1 -0.3 0.082
H -14.9565 18.4786 26.2218 0.4 0.3 0.3 0.086
H -16.7803 17.4144 23.3933 -0.1 0.3 0.0 0.111
H -15.6190 18.6835 23.7859 0.4 -0.2 0.3 0.130
H -17.5373 19.5665 22.8735 -0.2 0.4 0.7 0.118
H -17.4013 20.1686 24.6343 0.1 -0.1 -0.6 0.132
H -19.5861 19.4227 22.5144 -0.5 -0.1 0.3 0.106
H -19.9934 20.3744 23.9542 -0.5 0.0 -0.2 0.130
H -21.1777 17.5978 23.1405 0.6 -1.1 -0.1 0.091
H -21.9263 19.1122 23.1255 -0.2 0.1 0.1 0.117
H -23.1377 18.8048 26.2787 -0.1 -0.2 0.3 0.081
H -23.0342 19.8350 24.8882 0.5 0.2 0.3 0.094
H -21.7909 19.9027 26.2455 0.2 0.2 -0.3 0.087
C -11.2873 13.2614 17.4331 0.3 2.1 0.0 -0.119
O -10.0039 12.9284 16.9876 0.3 -1.4 -0.1 -0.176
C -9.8762 12.6260 15.6090 0.1 -0.4 1.1 -0.204
C -10.0947 13.8255 14.7680 0.3 0.8 -1.1 -0.213
O -9.0131 14.7061 15.0263 0.2 0.1 -0.2 -0.143
C -8.8956 15.8546 14.1992 -0.1 -0.2 0.4 -0.178
C -8.0467 16.8474 14.9808 -0.6 -0.2 -0.5 -0.229
O -8.1746 18.0736 14.3055 1.5 1.3 0.6 -0.196
C -7.0736 18.9321 14.7231 -1.2 0.7 -1.2 -0.086
H -11.2358 13.2153 18.5272 -0.4 0.0 -0.4 0.070
H -12.1735 12.7462 17.0370 0.5 -0.6 0.0 0.080
H -11.3944 14.3292 17.1199 -0.6 -0.4 0.7 0.081
H -10.5791 11.8210 15.3442 0.1 0.0 -0.1 0.128
H -8.8351 12.2976 15.5111 -0.3 -0.1 -0.2 0.137
H -11.0498 14.3230 15.0426 0.4 -0.2 -0.5 0.107
H -10.0582 13.5119 13.6945 -0.4 0.3 0.6 0.145
H -9.8916 16.3202 14.0525 0.4 -0.2 -0.1 0.135
H -8.4222 15.6479 13.2196 -0.4 -0.2 0.3 0.136
H -6.9730 16.5700 15.0725 -0.8 -0.2 0.1 0.140
H -8.5555 16.9731 15.9333 0.5 -0.3 0.6 0.105
H -7.3951 19.9818 14.6053 -0.1 -0.4 0.4 0.087
H -6.2710 18.8349 14.0172 0.6 -0.4 -0.4 0.074
H -6.6706 18.7319 15.7098 -0.4 -0.1 0.3 0.084
C -13.6679 21.0715 19.2286 1.1 -1.0 0.1 -0.013
C -12.7125 20.3475 20.2678 -1.8 1.9 -2.2 -0.300
O -13.6230 19.6216 20.9976 -1.6 -1.7 0.7 0.124
C -14.9442 19.7531 20.5573 0.9 1.2 -0.3 -0.472
O -15.9040 19.1718 20.9623 0.8 0.5 0.5 0.120
O -15.0067 20.7190 19.6183 0.8 -0.1 0.5 0.068
F -12.1569 21.3095 21.0542 0.3 -0.1 0.4 0.068
H -13.4995 20.7187 18.2003 0.0 0.3 0.5 0.101
H -13.4278 22.1120 19.3361 -0.5 0.6 -0.2 0.133
H -11.9546 19.8053 19.7225 0.3 -0.5 0.6 0.129
C -13.0660 13.0640 21.8907 -0.1 0.5 -0.5 -0.064
C -11.5328 13.1138 21.7953 -1.1 -0.8 -0.7 -0.274
O -11.1571 11.9262 22.4752 -0.9 1.3 -0.4 0.136
C -12.2041 11.6474 23.3371 0.6 -0.3 -0.3 -0.570
O -12.0888 10.8811 24.2120 0.1 -1.3 1.4 0.188
O -13.3281 12.2993 23.0507 0.5 0.3 0.1 0.085
F -10.9690 14.1885 22.4277 -0.2 -0.1 0.0 0.062
H -13.5699 12.5470 21.0657 0.8 0.3 0.0 0.103
H -13.4773 14.0480 21.9840 -0.2 0.6 0.3 0.124
H -11.2791 13.1413 20.7366 0.7 -0.2 0.2 0.146
C -17.3432 15.5373 16.2596 0.0 -0.3 -0.1 -0.012
C -18.2068 15.6908 15.0004 1.5 -0.7 0.7 -0.300
O -17.2862 16.1904 14.0765 0.3 0.3 -0.4 0.144
C -16.0922 16.4876 14.6634 0.9 1.0 -2.1 -0.583
O -15.1645 16.9647 14.0465 -1.1 -0.6 1.0 0.133
O -16.0987 16.2173 15.9484 -0.7 -0.6 0.7 0.051
F -19.2034 16.5660 15.1963 -0.8 0.7 -0.1 0.088
H -17.1663 14.4877 16.4218 0.4 -0.3 0.1 0.116
H -17.7624 15.9729 17.1539 -0.3 0.3 -0.1 0.107
H -18.5738 14.7441 14.6192 -0.4 0.0 0.1 0.153
C -16.4871 15.6762 19.4858 1.2 0.8 1.2 -0.014
C -15.7161 16.2896 20.6933 -2.8 1.4 -1.1 -0.279
O -14.4130 16.2802 20.2425 0.6 0.6 1.6 0.131
C -14.2475 15.2218 19.4512 1.9 -0.9 -1.1 -0.532
O -13.1485 14.7188 19.2486 -2.4 0.7 0.1 0.123
O -15.4209 14.8864 18.9167 0.0 -1.1 -0.5 0.086
F -15.8790 15.5226 21.8236 0.5 -0.4 0.0 0.055
H -16.7901 16.4599 18.7795 0.1 -0.4 0.4 0.105
H -17.3293 15.1099 19.8616 0.2 -0.5 -0.4 0.107
H -16.0967 17.3085 20.9246 0.9 -1.0 -0.1 0.140
```
Forces are in eV/Å.

Computed properties:
E_tot: -136207.148 eV
frontier orbital gap: 9.81 eV
structure (SMILES): O=C1OC[C@@H](F)O1.O=C1OC[C@@H](F)O1.O=C1OC[C@@H](F)O1.O=C1OC[C@@H](F)O1.COCCOCCOC.COCCOCCOC.COCCOCCOC.COCCOCCOC.COCCOCCOC.COCCOCCOC.COCCOCCOC

Molecular formula: C5H33N2O10
Method: DFT, wB97M-V/def2-TZVPD

Structure (XYZ):
```
50
Properties=species:S:1:pos:R:3:forces:R:3:lowdin_charge:R:1
C -2.1563 1.3410 -0.4965 -0.7 0.4 1.1 -0.174
O -2.8750 1.3792 0.7517 0.0 0.3 -0.2 -0.088
C -1.2689 0.0816 -0.5097 -0.7 0.6 1.1 -0.249
C -0.8564 -0.2660 -1.9352 0.3 -0.4 0.3 -0.144
C 0.6814 -0.4098 -2.1284 -1.3 0.5 -0.5 -0.155
C 1.4580 0.9265 -1.8805 -0.5 -1.0 -0.9 -0.271
N 1.8349 1.1764 -0.4979 -0.1 -1.6 -0.4 0.019
N -2.0695 -0.9951 0.2315 -0.3 0.6 -0.3 0.189
H -1.6017 2.2759 -0.6823 0.3 -0.5 0.2 0.134
H -2.9464 1.3708 -1.2426 0.0 -0.6 -0.3 0.129
H -2.4130 1.8679 1.4520 0.2 0.0 -0.2 0.050
H -0.4606 0.2971 0.2113 0.1 -0.2 -0.7 0.137
H -1.1536 0.5727 -2.5602 -0.2 0.2 -0.2 0.109
H -1.4824 -1.1217 -2.2898 0.8 0.6 0.2 0.107
H 1.0260 -1.1958 -1.4606 0.4 -0.2 -0.3 0.076
H 0.7708 -0.6708 -3.2135 0.5 -0.1 1.0 0.126
H 0.8447 1.7398 -2.2971 0.3 -0.3 0.5 0.090
H 2.3000 0.8328 -2.5760 0.3 0.4 0.4 0.109
H 2.7419 0.7990 -0.2469 -0.2 0.4 -0.1 0.084
H 1.6579 2.0860 -0.1563 0.1 0.9 0.0 0.031
H -1.4580 -1.7356 0.6653 -0.3 0.5 0.2 0.099
H -2.6413 -0.4874 0.9546 0.8 -0.3 -0.5 0.159
H -2.7295 -1.4518 -0.3999 0.1 -0.3 -0.2 0.108
H 3.2366 3.7971 2.4805 0.0 -0.1 0.2 0.056
H 2.2804 4.8230 1.9478 -0.2 -0.1 0.0 0.054
O 2.2960 3.9279 2.3103 0.2 0.1 -0.2 -0.050
H -0.6312 3.2231 1.9797 0.1 0.0 -0.1 0.062
H -0.8951 2.9517 3.4392 -0.4 0.0 0.1 0.075
O -1.1068 2.6174 2.5592 0.3 0.2 0.2 -0.032
H -0.7207 -4.7517 -0.5506 0.5 -0.2 -0.6 0.015
H -2.0602 -4.9217 -0.0557 -0.6 -0.3 -0.4 0.060
O -1.5755 -5.0577 -0.8842 0.4 0.2 1.0 -0.049
H -3.3743 -3.4666 -2.0339 -0.2 0.2 0.2 0.072
H -1.9073 -3.2653 -1.9500 -0.5 0.3 0.5 0.058
O -2.7435 -2.8040 -1.7215 0.2 -0.5 -0.8 -0.081
H 1.6638 -4.2210 0.1155 0.8 0.3 0.4 0.070
H 1.6856 -2.6369 -0.2468 0.6 -0.5 0.5 0.030
O 1.2854 -3.5024 -0.3876 -1.3 0.1 -0.7 -0.041
H 1.7841 -0.6253 2.1471 0.0 0.0 0.2 0.004
H 2.5734 -1.7476 2.8305 0.0 -0.1 0.1 0.070
O 1.8974 -1.5957 2.1652 0.3 0.3 -0.2 -0.060
H 0.8227 1.5630 3.1130 0.3 -0.1 -0.4 0.043
H 1.9859 1.6680 2.0719 -0.3 0.2 0.2 0.017
O 1.3920 1.0545 2.5189 0.2 -0.2 0.1 -0.056
H 2.3928 4.2894 -1.7594 -0.3 0.5 -0.7 0.052
H 1.1005 4.0672 -2.7306 0.6 0.6 0.0 0.055
O 1.6300 3.7552 -1.9922 -0.3 -0.6 0.7 -0.055
H 0.1587 -2.0254 2.1930 0.0 -0.3 0.2 0.029
H 0.0920 -2.8991 0.9999 0.0 -0.5 0.0 -0.005
O -0.4660 -2.6299 1.7479 -0.2 0.3 -0.4 -0.069
```
Forces are in eV/Å.

Computed properties:
E_tot: -29170.505 eV
total charge: +1
frontier orbital gap: 9.14 eV
relative energy (zero: lowest compared OMol25 entry of this formula, charge and spin): 49.2 kcal/mol